ORCA calculation (wB97M-V/def2-TZVPD) on a cluster of 2 separate species, C17H24N7O8 in total in a non-equilibrium geometry.

Geometry as XYZ:
```
56
Properties=species:S:1:pos:R:3:lowdin_charge:R:1
O 5.6276 1.4373 -4.7194 0.014
O 0.1658 0.5535 -1.0930 -0.024
O 2.2494 0.1115 2.2463 0.081
O 3.3499 2.8490 -0.2996 0.041
O -0.9212 2.1372 -0.0951 -0.023
N -4.7784 -3.0244 4.0465 0.112
N -6.4299 -2.1077 0.8084 0.111
N -4.0693 -2.2157 0.6629 0.145
O 0.3230 1.3112 1.9747 0.066
O 0.4235 -1.5783 0.2948 -0.054
O -1.1697 -0.6195 3.5029 -0.032
C 5.0420 2.0289 -3.8252 -0.560
C -0.1685 1.7575 -1.0164 -0.622
C 1.0640 0.1628 1.9410 -0.418
C 3.1788 1.9860 -1.1510 -0.473
C -3.4587 -3.0446 4.0230 -0.108
C -5.2762 -1.9896 0.1391 -0.186
C -6.3269 -2.4761 2.0647 -0.385
C -4.0298 -2.5478 1.9462 -0.267
C -5.1391 -2.6999 2.7291 -0.181
N -7.5073 -2.5461 2.7116 0.133
N 3.3257 0.7044 -0.7979 0.060
N -2.9530 -2.7851 2.7551 0.019
N 3.7407 1.8347 -3.6355 0.105
C 5.8004 2.9967 -2.9412 0.014
C 3.1967 -0.4903 -1.6275 -0.060
C 0.3639 2.7968 -2.0235 -0.076
C 0.3865 -1.2021 1.6878 -0.240
C -1.5406 -2.7039 2.3404 -0.055
C -1.0668 -1.2466 2.2142 -0.298
C 1.4135 2.2652 -3.0198 -0.144
C 2.8868 2.4428 -2.6007 -0.210
H -0.2385 1.4210 1.1516 0.054
H 0.2709 -0.7695 -0.2909 0.038
H -0.9143 0.3246 3.4200 0.095
H -2.8379 -3.2421 4.8919 0.131
H -5.3225 -1.6978 -0.9063 0.104
H -7.3875 -2.4574 3.7142 0.095
H -8.2092 -1.9841 2.2504 0.097
H 3.4269 0.5644 0.1999 0.123
H 3.3076 1.1736 -4.2582 0.143
H 5.7825 2.6380 -1.9135 0.084
H 5.3394 3.9799 -2.9969 0.082
H 6.8304 3.0571 -3.2869 0.081
H 3.1580 -1.3704 -0.9842 0.088
H 4.0489 -0.5755 -2.3020 0.072
H 2.2708 -0.4540 -2.2016 0.069
H -0.4869 3.1575 -2.6064 0.114
H 0.7758 3.6583 -1.4937 0.121
H 0.9646 -1.9384 2.2527 0.148
H -0.9085 -3.2354 3.0578 0.132
H -1.4260 -3.2002 1.3708 0.135
H -1.7117 -0.7142 1.5040 0.154
H 1.2853 2.8252 -3.9478 0.111
H 1.2102 1.2237 -3.2671 0.103
H 3.0687 3.5177 -2.6003 0.141
```

As for the total charge: -1. The LUMO energy is 2.84 eV. As for the multiplicity: 1. Its relative energy (zero: lowest compared OMol25 entry of this formula, charge and spin) is 0.0 kJ/mol. The gap between HOMO and LUMO comes out at 9.3 eV. As for the energy: -1647.63117 Ha.



ORCA calculation (wB97M-V/def2-TZVPD) on a cluster of 2 separate species, CH4FOP in total in a non-equilibrium geometry.

Geometry as XYZ:
```
8
Properties=species:S:1:pos:R:3:lowdin_charge:R:1
C -0.5796 -0.0360 0.0646 -0.569
O -1.3751 -0.3736 -1.0694 -0.130
F 2.3429 -0.5029 0.5558 -0.561
P 0.7251 1.1081 -0.3377 1.101
H -1.2565 0.3157 0.9013 0.120
H -0.0241 -0.7802 0.5788 0.054
H -0.9236 -0.9538 -1.6793 0.079
H 1.0909 1.2227 0.9857 -0.094
```

As for the total charge: 0. The LUMO energy is -2.20 eV. As for the multiplicity: 1. Its relative energy (zero: lowest compared OMol25 entry of this formula, charge and spin) is 424.5 kJ/mol. The gap between HOMO and LUMO comes out at 8.7 eV. As for the energy: -556.83387 Ha.



ORCA calculation (wB97M-V/def2-TZVPD) on a cluster of 2 separate species, C9H14O in total in a non-equilibrium geometry.

Geometry as XYZ:
```
24
Properties=species:S:1:pos:R:3:lowdin_charge:R:1
C 0.7349 3.5516 -0.7550 -0.080
C -0.0262 2.3311 -0.5093 -0.293
C -1.4261 2.4136 -0.6868 -0.043
C -2.2978 1.3789 -0.3843 -0.028
C -1.7384 0.1613 -0.0669 -0.323
O -2.5143 -0.9364 0.2599 0.021
C -0.3476 -0.1097 -0.0673 0.013
C 0.4183 1.0651 -0.2125 -0.045
H 0.7610 4.3091 0.0762 0.094
H 0.3794 4.3253 -1.4478 0.081
H 1.7914 3.3378 -0.9104 0.077
H -1.8136 3.2226 -1.2825 0.109
H -3.3755 1.5189 -0.3428 0.117
H -3.3354 -0.8909 -0.2478 0.103
H -0.2386 -1.1254 0.2988 0.084
H 1.4515 0.8332 0.0391 0.109
C 0.9531 -3.7212 0.6448 -0.168
C 1.9242 -2.5921 0.9885 -0.166
H 0.7557 -4.3573 1.5070 0.057
H -0.0210 -3.3840 0.2810 0.051
H 1.3504 -4.3861 -0.1511 0.071
H 1.3781 -1.6636 1.1541 0.030
H 2.5343 -2.4128 0.1057 0.060
H 2.7021 -2.8689 1.7094 0.069
```

As for the total charge: 0. The LUMO energy is 0.87 eV. As for the multiplicity: 1. Its relative energy (zero: lowest compared OMol25 entry of this formula, charge and spin) is 142.2 kJ/mol. The gap between HOMO and LUMO comes out at 9.3 eV. As for the energy: -426.51864 Ha.



ORCA calculation (wB97M-V/def2-TZVPD) on a structure of composition C3H7I2N2 in a non-equilibrium geometry.

Geometry as XYZ:
```
14
Properties=species:S:1:pos:R:3:lowdin_charge:R:1
C -0.6038 -0.2416 -1.4718 -0.743
C 1.0486 -0.6156 1.6845 -0.059
C -0.8191 0.2397 0.3705 -0.714
N 0.2349 0.4741 -2.1388 0.098
N 0.2665 0.4315 1.1011 -0.134
I -2.0120 -1.5655 -2.3061 0.956
I -2.1950 1.9060 0.0130 0.888
H 0.9042 -0.9626 2.6439 0.051
H 0.8694 -1.6284 1.0440 0.152
H 2.0920 -0.3439 1.8140 0.093
H -1.4929 -0.4385 0.7836 0.031
H 0.4147 0.3205 -3.1882 0.184
H 0.5164 1.3564 1.2080 0.089
H 0.7763 1.0678 -1.5576 0.109
```

As for the total charge: +1. The LUMO energy is -4.55 eV. As for the multiplicity: 1. Its relative energy (zero: lowest compared OMol25 entry of this formula, charge and spin) is 120.6 kJ/mol. The gap between HOMO and LUMO comes out at 8.7 eV. As for the energy: -823.06300 Ha.



ORCA calculation (wB97M-V/def2-TZVPD) on a cluster of 2 separate species, C9H9OP in total in a non-equilibrium geometry.

Geometry as XYZ:
```
20
Properties=species:S:1:pos:R:3:lowdin_charge:R:1
C 3.1062 -0.6694 -0.0092 -0.068
C 2.3459 -1.1517 1.1015 -0.068
C 2.4500 -0.1501 -1.1538 -0.089
C 0.9440 -0.9796 1.1060 -0.098
C 1.1046 -0.0232 -1.0773 -0.158
C 0.3768 -0.2660 0.0466 -0.044
C -1.9799 -0.3978 0.0293 -0.381
C -2.7078 0.8558 0.0105 -0.581
C -1.8201 2.0349 -0.2017 -0.030
O -3.9158 0.8157 0.1376 0.046
P -2.5024 -1.9030 0.3724 0.912
H 4.1192 -0.9718 0.0356 0.081
H 2.8368 -1.7384 1.8273 0.084
H 3.0101 0.1576 -2.1077 0.135
H 0.3502 -1.3089 1.9350 0.083
H 0.5404 0.4900 -1.8431 0.100
H -0.9633 1.5392 -0.7389 0.046
H -2.2355 2.9880 -0.6320 0.107
H -1.2780 2.2895 0.7017 0.088
H -3.7813 -1.6110 0.4605 -0.166
```

As for the total charge: 0. The LUMO energy (spin up / spin down) is -0.80 / -0.80 eV. As for the multiplicity: 1. Its relative energy (zero: lowest compared OMol25 entry of this formula, charge and spin) is 375.1 kJ/mol. The gap between HOMO and LUMO (spin up / spin down) comes out at 8.5 / 8.5 eV. As for the energy: -764.74216 Ha.



ORCA calculation (wB97M-V/def2-TZVPD) on a cluster of 13 separate species, H26O13 in total in a non-equilibrium geometry.

Geometry as XYZ:
```
39
Properties=species:S:1:pos:R:3:lowdin_charge:R:1
O -1.2268 2.7398 -3.1470 -0.068
H -1.4752 3.0500 -2.2596 0.004
H -0.5749 2.1104 -2.8126 -0.004
O 3.8565 -1.7842 1.1794 -0.060
H 3.9141 -1.6278 0.2246 0.029
H 4.2646 -0.9411 1.4243 0.037
O 1.2460 2.5110 -1.2483 -0.056
H 1.0424 3.4024 -0.9509 0.060
H 1.7387 2.6153 -2.0709 0.076
O -0.1111 -0.6804 -1.3031 -0.057
H 0.1907 -0.1082 -0.5806 0.059
H -1.0558 -0.4675 -1.3260 0.065
O -2.5602 -1.8682 -0.1425 -0.035
H -1.9497 -2.4011 -0.6558 0.027
H -3.3958 -2.3358 -0.0535 0.069
O -0.0847 -2.0071 1.3971 -0.052
H 0.8459 -1.9718 1.1380 0.063
H -0.5794 -2.1856 0.5932 -0.002
O 2.4888 -0.2820 -2.4318 -0.048
H 2.8020 -1.1241 -2.7708 0.044
H 1.5392 -0.1927 -2.5228 0.004
O -1.3375 3.5229 -0.0668 -0.047
H -1.8640 4.0113 0.5731 0.059
H -1.0993 2.7055 0.3922 0.014
O -3.6778 0.8441 1.4950 -0.046
H -2.7450 0.6497 1.3947 -0.004
H -4.1316 0.6998 0.6620 0.033
O 1.1407 -2.9313 -2.1206 -0.063
H 0.2859 -3.2749 -1.8538 0.023
H 1.1378 -2.0075 -1.8189 -0.024
O -0.4815 1.5278 2.4685 -0.033
H -0.8308 0.6684 2.7045 0.034
H 0.4672 1.5172 2.3176 0.014
O -1.4309 -3.0059 3.2878 -0.087
H -0.9705 -3.2400 2.4614 0.007
H -0.9856 -2.2000 3.5529 0.011
O 2.1419 1.3661 0.8634 -0.066
H 1.5636 2.1311 0.8098 0.006
H 2.4000 1.3278 -0.0629 0.013
```

As for the total charge: 0. The LUMO energy is -0.37 eV. As for the multiplicity: 1. Its relative energy (zero: lowest compared OMol25 entry of this formula, charge and spin) is 242.7 kJ/mol. The gap between HOMO and LUMO comes out at 10.3 eV. As for the energy: -993.68078 Ha.



ORCA calculation (wB97M-V/def2-TZVPD) on a cluster of 2 separate species, C3H9N2O in total.

Geometry as XYZ:
```
15
Properties=species:S:1:pos:R:3:lowdin_charge:R:1
C 0.3655 -2.1747 -0.0348 0.005
C -1.5849 -1.0797 0.8924 0.157
N -0.5691 -1.0582 0.1447 -0.011
H 1.3401 -1.8664 0.3407 0.107
H 0.4444 -2.3816 -1.1012 0.112
H 0.0145 -3.0439 0.5037 0.098
H -1.8328 -1.9534 1.4669 0.117
H -2.2168 -0.1941 0.9515 0.127
H -0.3516 -0.1732 -0.4175 0.088
C 0.4580 2.1686 -1.0202 -0.330
N 0.9791 2.4949 0.1707 0.159
O -0.0637 1.0932 -1.3174 -0.015
H 0.5109 2.9688 -1.7633 0.147
H 1.4146 3.4008 0.2865 0.122
H 1.0917 1.7988 0.8973 0.118
```

As for the total charge: +1. The LUMO energy is -4.28 eV. As for the multiplicity: 1. Its relative energy (zero: lowest compared OMol25 entry of this formula, charge and spin) is 83.6 kJ/mol. The gap between HOMO and LUMO comes out at 10.5 eV. As for the energy: -304.21850 Ha.



ORCA calculation (wB97M-V/def2-TZVPD) on a cluster of 2 separate species, H6NS2 in total.

Geometry as XYZ:
```
9
Properties=species:S:1:pos:R:3:lowdin_charge:R:1
N 1.5973 -1.1385 1.5713 0.303
H 1.7953 -1.9538 2.1514 0.160
H 1.7014 -0.3050 2.1638 0.166
H 2.1954 -1.0942 0.7506 0.147
H 0.6138 -1.1685 1.2661 0.014
S -1.1361 -0.1077 0.1619 0.278
S 0.1905 0.8440 -1.1425 0.266
H -2.1044 0.8181 0.1290 -0.160
H -0.6058 0.9980 -2.2114 -0.174
```

As for the total charge: +1. The LUMO energy is -4.15 eV. As for the multiplicity: 1. Its relative energy (zero: lowest compared OMol25 entry of this formula, charge and spin) is 27.9 kJ/mol. The gap between HOMO and LUMO comes out at 9.0 eV. As for the energy: -854.45551 Ha.